# 1
Entry from OMol25: a 10-piece molecular cluster, C46H50F48N2O10 overall at a distorted geometry (wB97M-V/def2-TZVPD).

Calculated values
- HOMO (eV) = -10.081
- frontier orbital gap (eV) = 10.19
- lowest unoccupied orbital energy (Eh) = 0.004
- SMILES string = FC(F)C(F)(F)COC(F)(F)C(F)F.FC(F)C(F)(F)COC(F)(F)C(F)F.FC(F)C(F)(F)COC(F)(F)C(F)F.FC(F)C(F)(F)COC(F)(F)C(F)F.FC(F)C(F)(F)COC(F)(F)C(F)F.FC(F)C(F)(F)COC(F)(F)C(F)F.O=C1CCCO1.O=C1CCCO1.CCCC#N.CCCC#N
- multiplicity = 1
- calculated total energy (Ha) = -7438.10001

Geometry as XYZ:
```
156
C46H50F48N2O10 | OMol25 | wB97M-V/def2-TZVPD
F -12.28128 -8.21160 12.00669
C -11.16893 -8.11271 12.68054
F -10.18731 -8.36423 11.86152
C -11.04770 -6.72187 13.37826
F -11.09816 -5.88771 12.36242
F -9.80764 -6.60108 13.89480
C -12.13091 -6.45006 14.42199
O -11.75080 -5.26635 15.12556
C -12.77798 -4.70874 15.96192
F -13.86615 -4.53411 15.21178
F -13.07248 -5.57256 16.91296
C -12.26859 -3.32609 16.65668
F -12.96134 -2.92996 17.76986
F -11.04395 -3.36545 17.17821
H -11.15966 -8.93903 13.39133
H -12.16837 -7.25027 15.16115
H -13.09145 -6.33153 13.92057
H -12.29093 -2.54298 15.89883
F -21.35755 3.51756 5.05516
C -20.60963 4.49597 4.51716
F -20.38063 4.32378 3.19530
C -21.01177 5.92074 4.97648
F -22.06972 6.24596 4.29975
F -20.05459 6.80565 4.60533
C -21.24518 5.96741 6.48164
O -20.39439 5.15265 7.28628
C -20.39109 5.41725 8.71556
F -19.93733 6.71903 8.87590
F -21.64993 5.27367 9.27890
C -19.27192 4.48268 9.36669
F -18.98275 4.84651 10.60032
F -19.49143 3.16617 9.27381
H -19.63947 4.14604 4.86993
H -22.29007 5.72136 6.67072
H -21.11877 7.01001 6.77337
H -18.26965 4.65532 8.97460
F -22.49150 12.16873 22.39372
C -22.61372 10.81916 22.53033
F -23.32298 10.24895 21.54106
C -21.20404 10.17361 22.71071
F -21.26346 8.85704 23.01316
F -20.64548 10.75663 23.83277
C -20.37619 10.26435 21.38669
O -21.09157 9.76574 20.24959
C -20.61955 8.52602 19.63132
F -19.35529 8.78188 19.14347
F -20.58808 7.57404 20.61634
C -21.58111 8.04926 18.53810
F -21.63062 8.97194 17.51075
F -21.10511 6.86613 18.08302
H -23.09441 10.67231 23.49753
H -19.45585 9.71191 21.57609
H -20.08203 11.30966 21.29229
H -22.63039 8.07277 18.83229
F -14.57893 2.47555 6.22910
C -13.69929 1.70042 6.87456
F -14.31570 1.43387 7.99319
C -13.07131 0.47869 6.23074
F -12.75785 0.74871 4.93065
F -13.91312 -0.54850 6.11846
C -11.73728 0.03497 6.87649
O -12.12362 -0.33938 8.18471
C -11.22255 -0.30232 9.26213
F -10.25579 -1.16697 9.02070
F -10.62011 0.93958 9.21591
C -12.15178 -0.54753 10.45665
F -12.84063 -1.70789 10.42365
F -11.57920 -0.43977 11.64617
H -12.88945 2.34118 7.22341
H -11.09641 0.90288 6.72121
H -11.27706 -0.80784 6.36077
H -12.90938 0.23257 10.38188
F -14.13084 10.36891 24.85547
C -13.51599 9.21893 24.69991
F -12.17298 9.36443 24.75952
C -14.18280 8.14617 25.67658
F -13.82989 6.97947 25.16397
F -15.53284 8.26274 25.57769
C -13.80737 8.35794 27.10684
O -14.04212 9.64385 27.71847
C -14.67937 9.67661 29.01288
F -15.90443 9.17817 28.92254
F -13.91037 8.90422 29.85385
C -14.79295 11.17568 29.42413
F -15.36621 11.44449 30.63221
F -13.63541 11.76910 29.34818
H -13.76134 8.91061 23.68362
H -12.76840 8.05184 27.22908
H -14.33590 7.59375 27.67671
H -15.49095 11.75186 28.81674
F -8.74754 3.01776 22.20159
C -9.10476 3.12042 23.45310
F -9.67362 4.30112 23.59861
C -9.93218 1.93153 24.02888
F -9.15076 0.88124 24.11629
F -10.94164 1.67184 23.15445
C -10.50163 2.21952 25.45557
O -9.68019 2.60793 26.53679
C -10.19178 2.33295 27.88341
F -11.26414 3.08418 27.93996
F -10.43237 1.04316 28.08088
C -9.11629 2.81245 28.89551
F -8.60890 3.96624 28.50209
F -9.47992 2.81102 30.17713
H -8.16796 3.12484 24.01032
H -10.97877 1.25309 25.61825
H -11.34503 2.90832 25.40718
H -8.36598 2.02502 28.82432
O -8.67983 1.97554 15.84823
C -7.46686 1.59217 15.85150
C -6.85480 0.38777 16.43660
C -5.47004 0.48383 15.86117
C -5.24722 1.93151 15.67776
O -6.54403 2.36044 15.29286
H -6.90395 0.38273 17.52548
H -7.31845 -0.50222 16.01110
H -4.74883 0.05527 16.55709
H -5.31884 -0.05133 14.92370
H -5.00560 2.50927 16.56990
H -4.55940 2.23333 14.88788
O -13.41910 6.89823 10.00647
C -12.80952 6.63218 10.98977
C -12.95992 7.05928 12.48566
C -12.30702 5.80304 13.10187
C -11.19555 5.34932 12.14409
O -11.66112 5.84518 10.93848
H -12.37172 7.95745 12.67386
H -14.03294 7.10911 12.67072
H -11.87116 6.04530 14.07112
H -13.07337 5.06516 13.33921
H -10.23415 5.83938 12.29790
H -11.20682 4.27192 12.30892
C -14.35727 4.28091 18.72220
C -15.74857 3.60498 18.98667
C -16.66950 3.33640 17.83006
C -16.15746 2.46773 16.78946
N -15.82752 1.73290 16.00051
H -14.10353 4.98110 19.51810
H -14.28693 4.82910 17.78271
H -13.58176 3.51838 18.64996
H -16.25751 4.19166 19.75145
H -15.44424 2.68560 19.48689
H -17.01481 4.23854 17.32509
H -17.55227 2.78509 18.15390
C -23.03900 0.42869 20.57900
C -24.39912 -0.26559 20.64411
C -25.58896 0.68519 20.48778
C -25.62314 1.70091 19.47748
N -25.68001 2.54860 18.69630
H -22.11989 -0.11864 20.78821
H -23.06985 1.23733 21.30924
H -22.87214 0.92669 19.62388
H -24.39861 -0.71991 21.63492
H -24.48557 -1.08830 19.93435
H -25.72843 1.31715 21.36486
H -26.56553 0.21765 20.36205
```

Atom charges from the Löwdin analysis, given in e for atoms 1 to 4:
1. F 0.14
2. C -0.41
3. F 0.14
4. C -0.47

---

# 2
Entry from OMol25: C2H2FNi as an isolated structure at a distorted geometry (wB97M-V/def2-TZVPD).

Calculated values
- total charge = +1
- HOMO (spin up / spin down) (eV) = -16.006 / -15.572
- frontier orbital gap (spin up / spin down) (eV) = 9.57 / 7.07
- lowest unoccupied orbital energy (spin up / spin down) (Eh) = -0.237 / -0.312
- energy above the lowest of the compared OMol25 structures with the same formula, charge and spin (kcal per mole) = 0.0
- multiplicity = 3
- calculated total energy (Ha) = -1685.01729

Geometry as XYZ:
```
6
C2H2FNi | OMol25 | wB97M-V/def2-TZVPD
F -1.75384 -0.48294 -0.07832
H -0.73417 -1.17859 -0.24244
C 0.65536 -0.24085 0.17480
C -0.17200 0.70700 0.39710
H -0.52372 1.62704 -0.05757
Ni 2.52836 -0.43165 -0.19357
```

Atom charges from the Löwdin analysis, given in e for atoms 1 to 4:
1. F -0.17
2. H 0.26
3. C -0.12
4. C 0.08